9
Properties=species:S:1:pos:R:3:forces:R:3:nbo_charge:R:1 method="wB97M-V/def2-TZVPD" e_above_lowest_ev=3.736 homo_energy_ev=-9.812
B -0.760 -0.095 -0.093 3.13 1.69 0.29 0.4292
C 0.736 -0.505 0.461 -1.54 0.38 2.85 -0.8624
C 1.947 0.266 -0.028 -3.63 1.16 -2.63 0.4662
O 3.074 -0.058 -0.112 1.39 -0.30 0.49 -0.5055
H -1.910 -0.486 -0.101 1.00 -0.06 0.13 -0.0447
H -0.322 1.041 -0.420 -1.97 -0.60 -0.40 -0.0909
H 0.638 0.113 1.474 -0.46 -0.53 -1.39 0.2856
H 0.940 -1.439 0.946 0.41 -0.97 -0.40 0.2415
H 1.446 1.209 -0.572 1.69 -0.76 1.06 0.0810

---

11
Properties=species:S:1:pos:R:3:forces:R:3:nbo_charge:R:1 method="wB97M-V/def2-TZVPD" e_above_lowest_ev=2.179 homo_energy_ev=-10.783
C 0.576 -0.462 0.355 3.37 -0.77 2.18 -0.7565
C -0.312 0.565 -0.232 0.52 -1.14 -0.15 0.4548
O -1.299 1.019 0.267 -0.74 0.49 0.34 -0.5527
H 0.951 -1.116 -0.429 -0.42 -0.30 -0.25 0.2416
H 1.633 -0.026 0.670 -2.08 -0.10 -0.64 0.2532
H 0.353 -1.098 1.277 -0.59 1.11 -1.36 0.2527
H 0.003 0.778 -1.270 -0.20 0.60 0.00 0.1103
O -2.267 -2.967 1.676 0.87 -1.42 -0.03 -0.8654
B -2.649 -1.839 1.827 0.38 -1.30 -0.46 1.2195
O -3.232 -0.722 1.939 -2.05 1.26 1.05 -0.9016
H -2.885 0.101 1.677 0.95 1.58 -0.67 0.5440

---

12
Properties=species:S:1:pos:R:3:forces:R:3:nbo_charge:R:1 method="wB97M-V/def2-TZVPD" e_above_lowest_ev=0.587 homo_energy_ev=-11.597
C -0.749 0.814 0.744 0.12 -1.12 0.67 -0.2828
O -1.407 0.727 -0.494 -2.06 -0.06 -0.60 -0.4667
C -1.357 -0.413 -1.144 2.11 -1.15 0.23 0.6650
O -0.738 -1.431 -0.855 -0.49 0.98 0.58 -0.6486
H -0.479 -0.206 1.010 0.38 0.53 0.43 0.2071
H -1.249 1.296 1.574 -1.09 -0.04 -0.34 0.2027
H 0.021 1.462 0.484 2.19 0.71 0.22 0.2049
H -1.752 -0.340 -2.120 -1.15 0.36 -1.04 0.1352
O 2.762 0.791 -0.417 1.04 1.36 -1.08 -0.8569
B 2.320 -0.165 0.144 -1.05 -0.87 1.32 1.2187
O 1.666 -1.074 0.858 -0.95 -1.16 -1.80 -0.9242
H 0.962 -1.461 0.217 0.95 0.46 1.41 0.5455

---

9
Properties=species:S:1:pos:R:3:forces:R:3:mulliken_spin:R:1 method="wB97M-V/def2-TZVPD" spin_multiplicity=2 homo_energy_ev="-9.350 / -9.337"
C -0.305 -0.325 -0.450 0.27 1.16 -3.23 0.0573
C 0.858 0.421 0.240 0.82 -1.49 0.95 0.0110
H 0.131 -0.327 -1.476 -0.97 1.43 -0.66 0.0764
H -0.622 -1.345 -0.759 1.04 -0.58 2.34 0.0176
H 1.843 0.104 -0.146 -0.32 -0.06 0.01 0.0056
H 0.914 0.215 1.321 -0.18 0.41 -0.22 0.0023
Be -1.837 0.313 0.088 1.00 0.35 -1.45 -0.0099
O -1.818 -0.560 1.147 -1.28 -0.77 2.07 0.8396
H 0.833 1.503 0.035 -0.38 -0.44 0.19 0.0000

---

11
Properties=species:S:1:pos:R:3:forces:R:3:nbo_charge:R:1 method="wB97M-V/def2-TZVPD" e_above_lowest_ev=3.188 homo_energy_ev="-9.352 / -9.154"
C -0.497 0.014 -0.183 0.63 2.39 -1.36 -0.6256
C 0.799 -0.559 0.350 1.32 1.73 -1.34 -0.6914
P 2.386 0.055 -0.555 -0.84 -1.33 0.21 0.7499
S 1.811 1.001 -3.127 0.35 -0.57 1.35 -0.2142
Br 2.806 1.813 0.645 0.09 0.36 0.05 -0.1417
Br 3.777 -1.547 0.506 -0.68 1.00 -0.88 -0.2205
H -1.220 -0.133 0.554 -1.38 -0.07 1.27 0.2234
H -0.382 1.147 -0.338 -0.46 -1.57 0.07 0.2174
H -0.924 -0.452 -1.123 1.10 0.47 0.95 0.2336
H 0.709 -1.554 0.175 0.40 -3.29 -0.85 0.2288
H 1.104 -0.553 1.386 -0.54 0.88 0.53 0.2403

---

11
Properties=species:S:1:pos:R:3:forces:R:3:nbo_charge:R:1 method="wB97M-V/def2-TZVPD" e_above_lowest_ev=3.482 homo_energy_ev=-9.032
C 0.782 -1.074 -0.871 -1.71 2.01 0.31 -0.6101
C -0.329 -0.593 0.121 0.01 0.50 -1.29 -0.8812
Si -0.964 1.183 0.338 2.11 -0.97 0.71 1.4693
Cl 2.075 2.432 0.895 -1.96 -0.80 -0.44 -0.6766
Cl -1.905 2.420 -0.896 0.07 0.04 -0.01 -0.2757
Br -1.651 1.002 2.394 -0.40 0.77 0.04 -0.2238
H 1.654 -0.566 -0.608 1.81 0.23 0.96 0.2437
H 0.806 -2.112 -0.803 0.54 -1.76 0.12 0.2171
H 0.738 -0.783 -1.915 -1.05 -0.01 -0.24 0.2220
H -0.047 -0.613 1.159 1.15 -0.25 0.39 0.2572
H -1.160 -1.295 0.185 -0.56 0.24 -0.56 0.2579

---

| no. | E (eV) |
| --- | --- |
| 1 | -4876.20126 |
| 2 | -8975.23456 |
| 3 | -11022.85396 |
| 4 | -4599.78859 |
| 5 | -162362.20104 |
| 6 | -105120.79719 |